{"formula": "C34H102O17", "method": "ωB97M-V/def2-TZVPD", "gap_ev": 9.87, "e_above_lowest_ev": 5.011, "charge": 0, "max_force_ev_per_a": 5.4, "elements": ["C", "C", "O", "H", "H", "H", "H", "H", "H", "C", "C", "O", "H", "H", "H", "H", "H", "H", "C", "C", "O", "H", "H", "H", "H", "H", "H", "C", "C", "O", "H", "H", "H", "H", "H", "H", "C", "C", "O", "H", "H", "H", "H", "H", "H", "C", "C", "O", "H", "H", "H", "H", "H", "H", "C", "C", "O", "H", "H", "H", "H", "H", "H", "C", "C", "O", "H", "H", "H", "H", "H", "H", "C", "C", "O", "H", "H", "H", "H", "H", "H", "C", "C", "O", "H", "H", "H", "H", "H", "H", "C", "C", "O", "H", "H", "H", "H", "H", "H", "C", "C", "O", "H", "H", "H", "H", "H", "H", "C", "C", "O", "H", "H", "H", "H", "H", "H", "C", "C", "O", "H", "H", "H", "H", "H", "H", "C", "C", "O", "H", "H", "H", "H", "H", "H", "C", "C", "O", "H", "H", "H", "H", "H", "H", "C", "C", "O", "H", "H", "H", "H", "H", "H"], "positions_angstrom": [[-2.92594, 2.86590, 7.40024], [-1.96247, 1.78936, 7.01543], [-2.00204, 1.59883, 5.60607], [-3.96021, 2.70510, 7.09606], [-2.73551, 3.88071, 7.05095], [-2.93342, 2.96255, 8.48592], [-2.31304, 0.83329, 7.40420], [-0.93744, 1.97777, 7.33466], [-2.62700, 0.88444, 5.46227], [1.72285, -3.57805, 2.37198], [2.82598, -4.43549, 1.75811], [2.30679, -5.50838, 1.00630], [0.91139, -3.97269, 2.98345], [1.30979, -3.00946, 1.53880], [2.20858, -2.77270, 2.92296], [3.53697, -4.80574, 2.49670], [3.42720, -3.95070, 0.98895], [1.63350, -5.93219, 1.54356], [6.71495, 3.53922, 2.15689], [5.58359, 3.76544, 1.10345], [6.17750, 4.01133, -0.13128], [7.51189, 4.27791, 2.07124], [7.26503, 2.59978, 2.10241], [6.33519, 3.48381, 3.17709], [4.88452, 4.56972, 1.33264], [5.03308, 2.82480, 1.08808], [6.84646, 3.32475, -0.18342], [-1.29746, 6.30485, 1.08761], [0.13504, 6.34346, 1.64073], [0.35864, 7.66998, 2.08671], [-1.84327, 6.70230, 1.94331], [-1.66793, 5.29825, 0.89369], [-1.43615, 7.01114, 0.26906], [0.85951, 5.96676, 0.91869], [0.20978, 5.69064, 2.51041], [1.29733, 7.81781, 2.22313], [1.93252, 6.72864, -1.45922], [2.98065, 5.76208, -1.08234], [4.35037, 6.33612, -0.87720], [1.71891, 7.27367, -0.53976], [1.01990, 6.28495, -1.85716], [2.34790, 7.48344, -2.12693], [3.06712, 4.99903, -1.85589], [2.67025, 5.34519, -0.12424], [4.89188, 5.62624, -0.52443], [-1.13299, -0.14589, -6.20649], [-2.09474, -1.25164, -6.77455], [-3.34086, -0.63574, -6.89938], [-1.12108, 0.81071, -6.72887], [-0.08320, -0.43160, -6.27295], [-1.25836, 0.00862, -5.13480], [-2.09103, -2.08058, -6.06677], [-1.87217, -1.66944, -7.75639], [-3.37975, -0.34163, -7.81239], [-2.43249, -4.27264, 2.00087], [-2.49227, -4.20443, 0.48462], [-3.69197, -4.75926, -0.02453], [-1.42436, -4.09968, 2.37752], [-2.95891, -5.17843, 2.30175], [-3.06695, -3.52523, 2.47725], [-1.74325, -4.79687, -0.04082], [-2.42138, -3.17185, 0.14277], [-4.26352, -4.03007, -0.27595], [-1.30838, -1.76131, 4.71354], [-2.70507, -1.43723, 4.19750], [-3.36808, -0.48045, 5.02121], [-1.00607, -0.71705, 4.63469], [-0.60873, -2.32584, 4.09718], [-1.28250, -2.04904, 5.76456], [-3.25257, -2.37809, 4.25349], [-2.59273, -1.07312, 3.17627], [-4.30998, -0.56774, 4.85749], [1.30063, -6.96639, -5.85302], [2.27301, -5.84027, -5.48081], [1.57931, -5.04543, -4.70617], [0.50838, -6.58225, -6.49557], [0.85278, -7.37702, -4.94808], [1.84530, -7.75772, -6.36803], [2.64309, -5.21595, -6.29406], [3.04667, -6.36725, -4.92238], [1.74869, -5.38620, -3.82481], [-3.81125, 4.40498, 3.60013], [-3.14244, 5.45503, 4.41847], [-4.09878, 6.50147, 4.32482], [-3.98005, 4.69598, 2.56335], [-4.81183, 4.14657, 3.94678], [-3.15912, 3.53259, 3.55823], [-2.18918, 5.67543, 3.93802], [-3.10213, 5.05463, 5.43146], [-4.25416, 6.89613, 5.18604], [-1.59250, -2.00520, -2.86879], [-0.66982, -3.27655, -3.04796], [0.43160, -3.19959, -2.17512], [-2.50968, -2.10524, -3.44920], [-0.96605, -1.12648, -3.02214], [-2.02575, -1.96278, -1.86950], [-0.37268, -3.32582, -4.09552], [-1.23267, -4.20180, -2.92460], [0.81113, -4.07779, -2.09566], [3.88465, -4.01123, -2.44385], [3.67306, -5.45605, -2.08528], [2.24058, -5.74498, -2.05310], [3.35693, -3.44815, -1.67408], [3.48061, -3.72054, -3.41357], [4.89656, -3.63367, -2.29692], [4.15158, -5.51806, -1.10790], [4.21240, -6.22516, -2.63816], [2.09486, -5.82381, -1.10750], [-3.53111, 1.04359, -0.00391], [-3.02397, 1.48832, -1.38326], [-2.98717, 2.92914, -1.48531], [-3.52379, -0.03829, -0.13654], [-4.54951, 1.42282, 0.08065], [-2.80943, 1.23460, 0.79031], [-3.56172, 1.09815, -2.24738], [-1.96695, 1.32245, -1.59133], [-2.45080, 3.33435, -0.79995], [3.08948, -1.07521, -5.63063], [2.55443, -1.60254, -6.97537], [2.40434, -0.56985, -7.91606], [2.40285, -0.47564, -5.03302], [4.10201, -0.70158, -5.78318], [3.22639, -1.99237, -5.05777], [1.59990, -2.12208, -6.89142], [3.22625, -2.35573, -7.38704], [3.29937, -0.28328, -8.11202], [-6.27725, 1.14814, 3.96603], [-6.39144, 0.36369, 5.26835], [-6.10671, -0.97315, 4.93942], [-7.02916, 1.03741, 3.18470], [-5.30379, 1.01919, 3.49291], [-6.33455, 2.19401, 4.26764], [-7.31164, 0.48925, 5.83895], [-5.62731, 0.66887, 5.98325], [-6.85259, -1.34771, 4.46511], [4.78858, -0.04427, -1.29279], [3.82572, 0.89748, -0.66719], [2.70731, 1.14570, -1.48207], [5.03214, 0.31675, -2.29201], [4.30715, -1.01959, -1.36411], [5.68015, -0.18886, -0.68263], [4.29132, 1.88190, -0.61990], [3.45214, 0.62722, 0.32049], [2.07801, 0.43075, -1.36190], [0.18276, 0.11572, 1.21366], [0.04049, -0.77591, -0.05800], [1.30130, -0.96380, -0.66414], [-0.79232, 0.43312, 1.58323], [0.58772, 1.08326, 0.91705], [0.72104, -0.39816, 2.01008], [-0.56589, -0.32810, -0.84533], [-0.32503, -1.76526, 0.21709], [1.17834, -1.67481, -1.29735]], "lowdin_charge": [-0.094, -0.305, -0.113, 0.070, 0.050, 0.072, 0.110, 0.112, -0.006, -0.068, -0.294, -0.089, 0.064, 0.058, 0.079, 0.110, 0.112, 0.091, -0.075, -0.312, -0.077, 0.074, 0.066, 0.069, 0.112, 0.086, 0.091, -0.063, -0.324, -0.071, 0.059, 0.064, 0.081, 0.070, 0.103, 0.084, -0.101, -0.287, -0.091, 0.059, 0.089, 0.084, 0.114, 0.088, 0.013, -0.057, -0.301, -0.085, 0.074, 0.041, 0.051, 0.092, 0.109, 0.084, -0.062, -0.319, -0.074, 0.054, 0.083, 0.048, 0.109, 0.090, 0.080, -0.056, -0.291, -0.089, 0.066, 0.055, 0.085, 0.101, 0.111, 0.036, -0.070, -0.389, -0.075, 0.073, 0.077, 0.068, 0.119, 0.109, 0.040, -0.109, -0.300, -0.077, 0.072, 0.065, 0.069, 0.099, 0.089, 0.080, -0.057, -0.270, -0.083, 0.077, 0.067, 0.040, 0.094, 0.114, 0.058, -0.076, -0.267, -0.099, 0.062, 0.061, 0.084, 0.103, 0.112, 0.058, -0.069, -0.293, -0.104, 0.057, 0.081, 0.057, 0.116, 0.092, 0.062, -0.063, -0.340, -0.080, 0.074, 0.075, 0.048, 0.101, 0.104, 0.079, -0.070, -0.297, -0.090, 0.078, 0.072, 0.065, 0.118, 0.108, 0.104, -0.077, -0.354, -0.089, 0.084, 0.055, 0.073, 0.087, 0.111, 0.020, -0.038, -0.282, -0.107, 0.047, 0.076, 0.067, 0.083, 0.093, 0.052]}

=====

{"formula": "C34H22Br9FO7", "method": "ωB97M-V/def2-TZVPD", "gap_ev": 8.34, "e_above_lowest_ev": 2.979, "charge": 0, "max_force_ev_per_a": 5.0, "elements": ["C", "C", "O", "C", "O", "O", "F", "H", "H", "H", "C", "C", "C", "C", "C", "C", "C", "O", "C", "C", "C", "C", "C", "C", "C", "O", "H", "H", "H", "H", "H", "H", "H", "H", "C", "C", "C", "C", "C", "C", "C", "O", "C", "C", "C", "C", "C", "C", "C", "O", "H", "H", "H", "H", "H", "H", "H", "H", "C", "Br", "Br", "Br", "H", "C", "Br", "Br", "Br", "H", "C", "Br", "Br", "Br", "H"], "positions_angstrom": [[12.83549, 0.23372, -7.06243], [14.29152, 0.25171, -6.63581], [14.88546, 1.22319, -7.39651], [14.09320, 1.52566, -8.40917], [14.40357, 2.38268, -9.22916], [12.90088, 0.88819, -8.28743], [14.99779, -0.86823, -6.92661], [12.29899, 0.65504, -6.21228], [12.59333, -0.80978, -7.26382], [14.42295, 0.39516, -5.56332], [-1.33363, -4.90269, 4.13776], [-0.07764, -4.45360, 4.18269], [0.55564, -4.01928, 5.37390], [-0.14731, -4.13723, 6.62176], [-1.45294, -4.73154, 6.59738], [-2.02621, -5.17481, 5.35741], [-2.24109, -4.89307, 7.88661], [-3.35932, -5.36979, 7.84806], [-1.49218, -4.39795, 9.17958], [-2.10901, -4.67513, 10.42513], [-1.43807, -4.44466, 11.62696], [-0.16390, -3.94204, 11.61697], [0.49715, -3.69570, 10.41717], [-0.14879, -3.87433, 9.18199], [0.57609, -3.60015, 7.87044], [1.72328, -3.08074, 7.92940], [-1.80511, -5.14470, 3.19673], [0.52203, -4.32848, 3.29323], [1.55284, -3.60474, 5.36122], [-2.99248, -5.65304, 5.42083], [-3.10664, -5.07410, 10.31576], [-1.97155, -4.42961, 12.56588], [0.39858, -3.71353, 12.51016], [1.51709, -3.34429, 10.46840], [-3.51440, 6.35984, -4.08227], [-2.84031, 5.18361, -3.71396], [-3.61132, 3.98950, -3.77325], [-4.96230, 3.91630, -3.90356], [-5.64921, 5.15766, -4.09907], [-4.90628, 6.32195, -4.19274], [-7.15872, 5.33849, -4.00726], [-7.77067, 6.44867, -4.03618], [-7.91919, 3.98173, -3.82148], [-9.21592, 3.99637, -3.54139], [-9.99087, 2.76990, -3.27939], [-9.28300, 1.51730, -3.29741], [-7.93517, 1.51441, -3.59164], [-7.26162, 2.72773, -3.81935], [-5.76178, 2.61345, -3.79618], [-5.20390, 1.51582, -3.54441], [-2.99008, 7.30395, -4.09360], [-1.79764, 5.11430, -3.44111], [-3.07770, 3.05783, -3.65648], [-5.41421, 7.22858, -4.48671], [-9.72776, 4.94564, -3.48393], [-11.06942, 2.81362, -3.24433], [-9.91023, 0.64793, -3.16642], [-7.34944, 0.61199, -3.68626], [-2.10976, 3.41885, 4.29596], [-3.16554, 2.27860, 5.55469], [-0.78765, 4.43111, 5.39075], [-3.16286, 4.61562, 3.06673], [-1.59748, 2.79961, 3.55961], [4.36904, -3.65325, -7.92890], [4.06886, -5.42010, -7.08247], [2.56147, -2.76455, -7.72268], [4.81781, -3.69882, -9.84772], [5.07123, -3.09127, -7.31311], [4.93407, 0.93043, -1.79053], [5.41295, -0.96743, -1.65637], [6.41174, 2.14577, -2.53733], [4.16075, 1.65632, -0.10537], [4.13670, 1.05071, -2.52391]], "lowdin_charge": [-0.074, -0.340, 0.165, -0.516, 0.145, 0.092, 0.070, 0.143, 0.148, 0.168, -0.076, -0.095, 0.018, -0.058, -0.074, 0.030, -0.259, 0.091, -0.044, -0.008, -0.070, -0.075, -0.009, -0.078, -0.227, 0.057, 0.108, 0.107, 0.111, 0.110, 0.110, 0.107, 0.108, 0.115, -0.050, -0.027, -0.025, -0.082, -0.081, -0.022, -0.188, 0.057, -0.108, -0.022, 0.004, -0.054, -0.014, -0.085, -0.222, 0.056, 0.104, 0.103, 0.115, 0.118, 0.113, 0.094, 0.099, 0.116, -1.477, 0.509, 0.503, 0.500, -0.036, -1.475, 0.504, 0.454, 0.538, -0.021, -1.486, 0.545, 0.467, 0.515, -0.040]}

=====

| no. | highest occupied orbital energy (eV) |
| --- | --- |
| 1 | -9.64 |
| 2 | -9.58 |